DFT (the ωB97M-V functional and the def2-TZVPD basis) results for a molecular structure, C57H73IN6O5STi.

Values from the calculation:
LUMO energy   0.006 Ha
Total charge   0
Relative energy (zero: lowest compared OMol25 entry of this formula, charge and spin)   9.1 kJ/mol
Multiplicity   1
Orbital gap   7.03 eV

Last column: Löwdin charge in e.
Atoms and positions in Å:
Ti -0.11 0.39 -0.15  1.116
C -0.55 7.88 0.70  -0.048
C -1.18 6.78 1.57  -0.558
C -0.43 6.74 2.91  -0.072
C -2.65 7.13 1.85  -0.048
C -1.10 5.44 0.84  -0.166
C -0.42 4.35 1.36  0.046
C -0.38 3.15 0.65  -0.195
N 0.21 1.94 1.00  -0.024
C 1.20 1.74 1.96  -0.188
C 1.38 2.37 3.19  0.035
C 2.48 2.06 3.98  -0.165
C 3.40 1.13 3.49  0.008
C 3.25 0.45 2.28  -0.101
C 2.08 0.73 1.55  -0.261
O 1.68 0.07 0.44  -0.201
C 4.26 -0.62 1.85  -0.522
C 3.68 -1.99 2.21  -0.037
C 5.59 -0.46 2.59  -0.066
C 4.57 -0.55 0.35  -0.039
C 2.70 2.69 5.35  -0.556
C 1.60 3.70 5.71  -0.067
C 4.05 3.42 5.38  -0.048
C 2.69 1.58 6.42  -0.045
C -1.00 3.05 -0.60  -0.260
O -0.85 1.85 -1.19  -0.229
C -1.70 4.13 -1.16  -0.086
C -1.73 5.30 -0.40  0.012
C -2.35 4.02 -2.53  -0.522
C -1.26 3.75 -3.58  -0.033
C -3.07 5.31 -2.94  -0.066
C -3.39 2.89 -2.54  -0.033
H -0.59 8.84 1.22  0.083
H 0.50 7.64 0.49  0.091
H -1.07 7.98 -0.25  0.076
H -0.52 7.72 3.39  0.084
H -0.85 6.00 3.59  0.085
H 0.63 6.53 2.77  0.086
H -2.71 8.09 2.37  0.083
H -3.22 7.20 0.93  0.075
H -3.11 6.36 2.48  0.086
H 0.09 4.42 2.31  0.076
H 0.63 3.07 3.54  0.089
H 4.27 0.92 4.09  0.093
H 3.57 -2.09 3.29  0.087
H 2.70 -2.14 1.75  0.052
H 4.34 -2.79 1.86  0.089
H 5.51 -0.66 3.65  0.078
H 6.32 -1.16 2.18  0.084
H 6.00 0.55 2.46  0.093
H 3.69 -0.69 -0.27  0.062
H 5.00 0.43 0.10  0.094
H 5.32 -1.31 0.10  0.082
H 1.57 4.52 4.99  0.080
H 0.62 3.23 5.74  0.087
H 1.81 4.12 6.69  0.085
H 4.07 4.21 4.63  0.090
H 4.21 3.87 6.37  0.083
H 4.88 2.74 5.18  0.075
H 1.74 1.05 6.41  0.087
H 3.48 0.86 6.24  0.077
H 2.84 2.01 7.41  0.083
H -2.26 6.15 -0.80  0.091
H -0.56 4.59 -3.63  0.093
H -0.70 2.85 -3.33  0.057
H -1.71 3.62 -4.57  0.081
H -2.39 6.16 -3.00  0.086
H -3.52 5.17 -3.92  0.085
H -3.87 5.56 -2.24  0.087
H -2.93 1.93 -2.28  0.054
H -4.18 3.10 -1.82  0.086
H -3.85 2.81 -3.53  0.084
N 1.61 -3.13 -0.32  0.011
C 0.59 -3.63 0.60  -0.160
C -0.61 -2.70 0.72  -0.636
O -1.63 -3.08 1.27  0.030
O -0.42 -1.51 0.24  -0.244
H 2.50 -3.56 -0.11  0.075
H 1.73 -2.13 -0.16  0.031
H 0.95 -3.77 1.63  0.114
H 0.22 -4.60 0.26  0.119
C -5.66 -4.61 5.74  -0.072
C -5.66 -3.18 5.22  -0.203
N -4.41 -2.82 4.55  -0.055
C -4.30 -3.16 3.14  -0.194
C -5.03 -2.20 2.22  -0.060
C -3.37 -2.50 5.36  -0.420
O -3.46 -2.50 6.58  0.061
C -2.07 -2.10 4.72  -0.116
C -0.90 -2.70 5.15  0.007
C 0.30 -2.26 4.62  -0.035
C 0.29 -1.21 3.71  -0.117
N -0.83 -0.62 3.30  0.111
C -1.98 -1.06 3.79  -0.082
H -6.62 -4.85 6.19  0.073
H -4.88 -4.73 6.49  0.072
H -5.48 -5.32 4.93  0.068
H -5.83 -2.48 6.04  0.119
H -6.47 -3.04 4.49  0.109
H -4.69 -4.18 3.01  0.122
H -3.25 -3.21 2.86  0.086
H -6.09 -2.12 2.46  0.070
H -4.94 -2.54 1.19  0.065
H -4.60 -1.20 2.29  0.052
H -0.94 -3.48 5.89  0.124
H 1.24 -2.70 4.93  0.104
H 1.22 -0.82 3.31  0.091
H -2.88 -0.56 3.45  0.104
N 0.56 -0.06 -2.08  -0.364
S 0.47 -1.42 -2.89  1.057
C 2.04 -1.68 -3.70  -0.387
C 2.56 -0.74 -4.58  -0.067
C 3.81 -0.95 -5.13  -0.065
C 4.52 -2.10 -4.81  -0.071
C 3.99 -3.04 -3.93  -0.066
C 2.74 -2.82 -3.36  -0.082
C -0.51 -1.06 -4.35  -0.411
C -1.25 0.11 -4.40  -0.105
C -2.03 0.37 -5.52  -0.058
C -2.09 -0.55 -6.55  -0.071
C -1.36 -1.73 -6.49  -0.069
C -0.56 -1.99 -5.38  -0.076
H 0.77 0.76 -2.65  0.046
H 1.99 0.15 -4.84  0.119
H 4.23 -0.23 -5.82  0.109
H 5.50 -2.27 -5.24  0.107
H 4.55 -3.92 -3.68  0.108
H 2.32 -3.51 -2.64  0.087
H -1.22 0.81 -3.57  0.069
H -2.61 1.29 -5.56  0.103
H -2.71 -0.35 -7.42  0.106
H -1.40 -2.44 -7.30  0.108
H 0.02 -2.90 -5.33  0.117
I -3.09 -1.53 -1.56  1.106
C -3.40 0.03 -0.18  -0.716
C -4.69 0.55 -0.13  -0.154
C -4.95 1.52 0.82  -0.054
C -3.94 1.90 1.69  -0.028
C -2.68 1.35 1.53  -0.126
N -2.40 0.44 0.58  0.010
H -5.44 0.19 -0.81  0.094
H -5.94 1.95 0.90  0.115
H -4.10 2.63 2.47  0.114
H -1.86 1.61 2.18  0.106

---

DFT (the ωB97M-V functional and the def2-TZVPD basis) results for C6H11N3O in the gas phase.

Values from the calculation:
LUMO energy   0.033 Ha
Total charge   0
SMILES   C/N=C/N1C(=O)N1C(C)C
Relative energy (zero: lowest compared OMol25 entry of this formula, charge and spin)   492.8 kJ/mol
Multiplicity   1
Orbital gap   10.23 eV

Last column: Löwdin charge in e.
Atoms and positions in Å:
C 0.83 -3.84 -0.23  -0.135
N 0.47 -2.45 -0.28  -0.007
C -0.18 -1.99 -1.20  -0.247
N -0.56 -0.69 -1.31  0.106
C -0.73 0.27 -2.23  -0.449
O -1.20 0.68 -3.24  0.145
N -0.10 0.70 -1.05  0.098
C -0.69 1.50 -0.03  -0.338
C -1.12 2.89 -0.69  -0.015
C 0.48 1.75 1.07  -0.022
H 0.20 -4.55 -0.99  0.129
H 1.90 -3.81 -0.19  0.061
H 0.54 -4.24 0.73  0.054
H -0.55 -2.50 -2.12  0.157
H -1.52 1.21 0.53  0.107
H -0.38 3.61 -0.42  0.060
H -1.14 2.75 -1.78  0.068
H -2.09 3.20 -0.42  0.059
H 1.20 2.40 0.71  0.046
H 0.79 0.74 1.19  0.054
H -0.05 1.97 1.99  0.068

---

DFT (the ωB97M-V functional and the def2-TZVPD basis) results for 9 unconnected molecules or ions with the total composition H18O9.

Values from the calculation:
LUMO energy (spin up / spin down)   -0.120 / -0.409 Ha
Total charge   +1
Relative energy (zero: lowest compared OMol25 entry of this formula, charge and spin)   125.7 kJ/mol
Multiplicity   2
Orbital gap (spin up / spin down)   11.15 / 3.26 eV

Last column: Löwdin charge in e.
Atoms and positions in Å:
O 6.62 -6.59 28.32  0.162
H 5.86 -7.16 28.46  0.096
H 6.58 -5.96 29.03  -0.003
O 8.78 -3.02 31.04  -0.038
H 9.22 -2.24 31.38  0.059
H 8.74 -3.61 31.79  -0.005
O 4.73 -3.10 33.08  -0.045
H 4.46 -2.25 32.73  0.032
H 4.37 -3.74 32.47  0.024
O 6.73 -4.87 30.38  -0.016
H 7.20 -5.22 31.13  0.007
H 6.66 -3.93 30.56  0.052
O 9.20 -7.46 30.45  -0.010
H 8.28 -7.70 30.57  0.024
H 9.18 -6.68 29.88  0.026
O 5.84 -7.74 33.40  -0.041
H 6.03 -8.66 33.57  0.042
H 6.16 -7.60 32.51  0.004
O 6.37 -0.82 28.97  0.004
H 5.88 -0.02 28.78  0.054
H 5.70 -1.46 29.23  0.035
O 8.22 -3.21 27.70  0.228
H 8.44 -3.60 26.85  0.105
H 8.62 -3.80 28.34  0.073
O 8.38 -5.35 32.58  -0.034
H 9.20 -5.74 32.88  0.084
H 7.87 -5.20 33.38  0.083

---

DFT (the ωB97M-V functional and the def2-TZVPD basis) results for Cl2H2NOP in the gas phase.

Values from the calculation:
LUMO energy   -0.035 Ha
Total charge   0
SMILES   N=P(O)(Cl)Cl
Relative energy (zero: lowest compared OMol25 entry of this formula, charge and spin)   99.8 kJ/mol
Multiplicity   1
Orbital gap   9.46 eV

Last column: Löwdin charge in e.
Atoms and positions in Å:
N -0.42 -0.74 -1.42  -0.203
P -0.18 -0.08 -0.04  0.066
O 0.36 1.38 -0.11  -0.273
Cl -1.52 -0.06 1.45  0.356
Cl 2.00 -0.82 0.90  -0.053
H -1.22 -1.45 -1.29  0.031
H 0.98 1.77 0.51  0.077

---

DFT (the ωB97M-V functional and the def2-TZVPD basis) results for 5 unconnected molecules or ions with the total composition C41H82N4O23P4S.

Values from the calculation:
LUMO energy   -0.096 Ha
Total charge   0
SMILES   CCOCCOCCOC[C@@](NCCCCCCOC(C)=O)(OC#N)[C@@](CC(C)C)(N=C=S)OCc1ccncc1.COP(=O)(OC)OC.COP(=O)(OC)OC.COP(=O)(OC)OC.COP(=O)(OC)OC
Multiplicity   1
Orbital gap   6.50 eV

Last column: Löwdin charge in e.
Atoms and positions in Å:
C 4.81 -0.60 0.26  -0.083
C 3.37 -1.06 0.89  -0.253
O 2.30 -1.01 -0.08  -0.216
C 1.44 0.15 0.09  -0.167
C 0.07 -0.23 0.87  -0.167
O -1.11 0.30 0.20  -0.184
C -2.21 -0.58 0.53  -0.185
C -3.58 0.03 -0.12  -0.170
O -4.20 1.02 0.77  -0.156
C -4.84 1.96 -0.16  -0.120
C -5.79 2.94 0.67  -0.301
N -6.81 2.28 1.52  0.027
C -7.34 1.01 0.96  -0.175
C -8.49 0.51 2.03  -0.155
C -9.95 0.37 1.37  -0.214
C -10.25 -1.23 1.21  -0.202
C -11.83 -1.40 0.96  -0.168
C -12.22 -2.83 0.33  -0.178
O -11.08 -3.66 -0.02  -0.096
C -11.28 -4.34 -1.27  -0.387
C -11.36 -5.94 -1.39  -0.009
O -11.36 -3.69 -2.35  0.030
O -4.89 3.65 1.62  -0.025
C -5.08 3.13 2.94  -0.230
N -4.93 2.50 3.96  0.135
C -6.45 4.17 -0.22  -0.346
C -5.33 4.78 -1.17  -0.092
C -5.66 6.14 -1.95  -0.354
C -6.95 6.13 -2.91  -0.102
C -5.64 7.48 -1.01  -0.089
N -7.66 3.61 -0.86  0.125
C -7.44 2.98 -1.96  -0.633
S -7.00 2.13 -3.32  0.703
O -6.72 5.17 0.82  -0.100
C -7.99 5.81 0.67  -0.177
C -9.20 5.08 1.46  -0.114
C -10.38 4.33 0.78  -0.027
C -11.53 3.60 1.52  -0.128
N -11.56 3.56 2.94  -0.003
C -10.52 4.26 3.60  -0.139
C -9.30 5.04 3.04  0.010
H 5.27 0.27 0.86  0.075
H 5.54 -1.49 0.25  0.065
H 4.70 -0.26 -0.83  0.082
H 3.52 -2.15 1.23  0.117
H 3.15 -0.45 1.83  0.116
H 2.01 0.98 0.68  0.130
H 1.22 0.56 -0.96  0.135
H 0.11 0.23 1.94  0.138
H 0.04 -1.39 0.91  0.133
H -2.43 -0.63 1.67  0.147
H -2.05 -1.63 0.09  0.133
H -4.28 -0.86 -0.35  0.134
H -3.27 0.47 -1.13  0.130
H -3.96 2.48 -0.70  0.144
H -5.39 1.36 -0.99  0.109
H -7.59 2.91 1.73  0.107
H -6.60 0.15 0.90  0.123
H -7.88 1.10 -0.04  0.098
H -8.57 1.26 2.90  0.111
H -8.14 -0.49 2.48  0.112
H -10.72 0.74 2.16  0.104
H -10.09 0.95 0.39  0.106
H -9.99 -1.76 2.20  0.121
H -9.58 -1.62 0.36  0.118
H -12.34 -1.32 1.98  0.117
H -12.20 -0.55 0.29  0.111
H -12.85 -2.60 -0.62  0.131
H -12.86 -3.45 1.06  0.132
H -10.89 -6.20 -2.41  0.093
H -10.73 -6.46 -0.58  0.085
H -12.45 -6.32 -1.43  0.099
H -4.91 4.04 -1.96  0.120
H -4.41 5.02 -0.50  0.145
H -4.76 6.31 -2.67  0.135
H -7.26 7.23 -3.10  0.090
H -7.88 5.62 -2.49  0.053
H -6.68 5.70 -3.94  0.085
H -5.00 7.27 -0.07  0.087
H -6.68 7.82 -0.71  0.064
H -5.09 8.30 -1.61  0.084
H -7.89 6.84 1.18  0.143
H -8.28 6.07 -0.42  0.119
H -10.39 4.29 -0.37  0.092
H -12.32 3.06 0.88  0.111
H -10.58 4.26 4.75  0.104
H -8.51 5.55 3.71  0.110
C 7.45 4.49 -0.32  -0.139
O 8.42 3.53 -0.72  -0.283
P 8.08 2.75 -2.22  0.717
O 6.89 2.00 -1.63  -0.277
O 9.44 1.84 -2.06  -0.275
C 9.74 1.26 -0.80  -0.115
O 7.80 2.03 -3.76  -0.240
C 8.62 2.55 -4.81  -0.141
H 7.86 5.08 0.49  0.085
H 7.21 5.16 -1.16  0.078
H 6.54 3.99 0.03  0.083
H 8.84 1.04 -0.22  0.087
H 10.39 1.93 -0.23  0.083
H 10.28 0.32 -0.98  0.092
H 9.68 2.37 -4.59  0.080
H 8.44 3.62 -4.93  0.077
H 8.36 2.03 -5.73  0.091
C 4.02 -4.40 -1.62  -0.129
O 4.89 -5.51 -1.42  -0.274
P 5.10 -5.99 0.22  0.718
O 5.88 -4.72 0.56  -0.283
O 6.13 -7.18 -0.24  -0.275
C 7.14 -6.89 -1.20  -0.120
O 5.19 -6.54 1.84  -0.242
C 4.42 -7.71 2.11  -0.142
H 3.78 -4.33 -2.68  0.088
H 3.10 -4.53 -1.05  0.081
H 4.52 -3.47 -1.31  0.075
H 7.45 -5.84 -1.17  0.087
H 6.77 -7.13 -2.20  0.083
H 8.01 -7.52 -0.99  0.089
H 4.77 -8.54 1.50  0.079
H 3.36 -7.52 1.91  0.078
H 4.54 -7.97 3.16  0.087
C 13.76 6.70 -8.05  -0.136
O 12.56 7.25 -7.51  -0.274
P 11.78 6.27 -6.33  0.719
O 11.38 5.22 -7.37  -0.275
O 10.59 7.39 -6.18  -0.275
C 10.02 7.97 -7.34  -0.116
O 11.08 5.35 -5.06  -0.258
C 11.33 5.86 -3.76  -0.142
H 14.28 7.48 -8.60  0.087
H 14.40 6.33 -7.25  0.079
H 13.52 5.89 -8.75  0.085
H 10.06 7.29 -8.20  0.088
H 10.54 8.89 -7.58  0.085
H 8.97 8.20 -7.13  0.091
H 10.91 6.86 -3.65  0.081
H 12.40 5.88 -3.56  0.081
H 10.85 5.20 -3.03  0.080
C 7.96 -9.94 5.33  -0.134
O 7.34 -9.99 6.61  -0.274
P 5.91 -10.94 6.68  0.717
O 5.13 -9.95 5.82  -0.280
O 5.74 -10.57 8.27  -0.274
C 5.92 -9.22 8.69  -0.116
O 4.56 -11.99 6.79  -0.242
C 4.83 -13.24 7.42  -0.150
H 8.96 -9.53 5.44  0.087
H 8.05 -10.95 4.90  0.079
H 7.39 -9.30 4.65  0.081
H 5.67 -8.51 7.91  0.088
H 6.95 -9.08 9.01  0.084
H 5.27 -9.04 9.55  0.091
H 5.16 -13.09 8.45  0.079
H 5.59 -13.79 6.85  0.078
H 3.91 -13.83 7.43  0.089

---

DFT (the ωB97M-V functional and the def2-TZVPD basis) results for a molecular structure, C4H9N5.

Values from the calculation:
LUMO energy   0.011 Ha
Total charge   0
Relative energy (zero: lowest compared OMol25 entry of this formula, charge and spin)   679.2 kJ/mol
Multiplicity   1
Orbital gap   8.39 eV

Last column: Löwdin charge in e.
Atoms and positions in Å:
C 2.91 0.23 0.28  -0.410
C 0.60 -0.25 -0.09  -0.427
C -1.75 -1.04 0.45  -0.200
C -2.39 0.23 -0.32  -0.187
H 3.93 -0.65 -0.87  0.052
H 2.62 1.14 0.97  0.126
H 0.00 -2.24 -0.54  0.192
H -2.31 -2.00 0.26  0.096
H -1.13 -0.75 1.77  0.220
H -2.77 -0.08 -1.51  0.167
H -3.15 0.63 0.72  0.169
H -1.64 2.22 -0.58  0.060
H 0.74 1.64 0.51  0.124
N 4.09 0.10 -0.16  0.047
N 1.88 -0.48 -0.28  0.053
N -0.43 -1.19 -0.36  -0.052
N -1.33 1.41 -0.14  -0.070
N 0.12 1.09 -0.13  0.039

---

DFT (the ωB97M-V functional and the def2-TZVPD basis) results for a molecular structure, C30H56CoN12.

Values from the calculation:
LUMO energy (spin up / spin down)   -0.191 / -0.191 Ha
Total charge   +2
Multiplicity   2
Orbital gap (spin up / spin down)   7.81 / 7.93 eV

Last column: Löwdin charge in e.
Atoms and positions in Å:
Co 0.09 -0.30 0.00  0.541
C 1.22 0.82 -4.87  -0.038
N 0.15 -0.13 -4.58  -0.124
C -0.49 -0.71 -5.77  -0.024
C -0.12 -0.59 -3.32  -0.373
N -0.18 0.17 -2.26  0.075
C -0.33 1.61 -2.45  -0.193
C -0.72 2.23 -1.12  -0.160
N 0.13 1.74 -0.02  -0.202
C 1.53 2.20 -0.20  -0.127
C 2.40 1.15 -0.85  -0.200
N 2.17 -0.08 -0.09  0.054
C 3.23 -0.83 0.11  -0.408
N 4.27 -0.88 -0.76  -0.138
C 5.66 -0.95 -0.32  -0.026
C 4.05 -0.83 -2.19  -0.037
N 3.32 -1.59 1.25  -0.144
C 4.11 -2.82 1.31  -0.050
C 2.98 -1.00 2.55  -0.030
C -0.40 2.24 1.28  -0.154
C 0.11 1.38 2.42  -0.190
N -0.30 0.01 2.19  0.048
C -1.00 -0.62 3.10  -0.368
N -1.73 -0.01 4.10  -0.160
C -2.65 1.09 3.85  -0.041
C -1.76 -0.55 5.45  -0.039
N -1.06 -1.99 3.07  -0.136
C -2.23 -2.73 3.53  -0.039
C 0.15 -2.79 2.94  -0.038
N -0.37 -1.96 -3.12  -0.153
C 0.57 -2.89 -3.75  -0.047
C -1.76 -2.41 -3.16  -0.041
H 1.82 0.43 -5.68  0.103
H 0.84 1.80 -5.16  0.101
H 1.87 0.93 -4.00  0.067
H -0.53 0.06 -6.53  0.101
H 0.05 -1.56 -6.18  0.084
H -1.52 -1.00 -5.56  0.088
H 0.58 2.10 -2.81  0.094
H -1.10 1.83 -3.19  0.140
H -0.65 3.32 -1.20  0.140
H -1.76 2.00 -0.87  0.109
H 1.55 3.13 -0.78  0.139
H 1.95 2.44 0.78  0.123
H 2.15 1.04 -1.90  0.069
H 3.44 1.48 -0.80  0.137
H 5.73 -0.77 0.75  0.095
H 6.12 -1.92 -0.55  0.097
H 6.23 -0.18 -0.83  0.102
H 2.99 -0.97 -2.41  0.070
H 4.38 0.11 -2.63  0.099
H 4.61 -1.64 -2.67  0.104
H 4.31 -3.19 0.31  0.093
H 5.06 -2.68 1.83  0.097
H 3.54 -3.58 1.86  0.095
H 2.12 -0.36 2.46  0.045
H 2.76 -1.79 3.26  0.086
H 3.83 -0.43 2.95  0.104
H -0.12 3.29 1.42  0.142
H -1.48 2.18 1.23  0.103
H 1.21 1.42 2.42  0.098
H -0.20 1.80 3.38  0.120
H -2.35 2.00 4.39  0.098
H -2.69 1.31 2.79  0.069
H -3.65 0.82 4.19  0.099
H -1.02 -1.34 5.56  0.094
H -1.51 0.24 6.16  0.100
H -2.74 -0.94 5.72  0.094
H -2.06 -3.21 4.50  0.097
H -3.08 -2.06 3.62  0.096
H -2.47 -3.50 2.80  0.083
H 0.91 -2.22 2.43  0.042
H 0.52 -3.10 3.92  0.105
H -0.06 -3.69 2.36  0.084
H 0.43 -3.00 -4.83  0.075
H 1.59 -2.57 -3.56  0.083
H 0.43 -3.87 -3.30  0.089
H -2.43 -1.62 -2.81  0.092
H -2.08 -2.71 -4.17  0.092
H -1.89 -3.28 -2.51  0.080
N -2.06 -0.45 -0.09  0.100
C -2.42 -1.84 -0.01  -0.239
C -3.70 -2.30 0.07  0.005
C -3.97 -3.69 0.10  -0.038
C -2.95 -4.59 0.03  -0.011
C -1.61 -4.14 -0.06  -0.166
C -0.50 -5.01 -0.18  0.018
C 0.76 -4.49 -0.29  -0.021
C 0.92 -3.09 -0.25  -0.099
N -0.08 -2.25 -0.12  0.069
C -1.35 -2.75 -0.06  -0.194
H -2.24 -0.09 -1.02  0.090
H -2.60 0.10 0.58  0.103
H -4.52 -1.59 0.10  0.129
H -5.00 -4.03 0.16  0.121
H -3.15 -5.65 0.03  0.129
H -0.66 -6.08 -0.19  0.135
H 1.63 -5.12 -0.40  0.121
H 1.90 -2.65 -0.32  0.093

---

Record order is preserved below.
Max |F|: 0.69 4.86 1.79 3.00 9.98 4.89 0.58 eV/Å